{"formula": "C59H71BrN6SeTl", "method": "ωB97M-V with the def2-TZVPD basis set", "species": ["Tl", "C", "C", "C", "C", "C", "C", "C", "C", "C", "C", "C", "C", "N", "C", "C", "C", "C", "C", "C", "C", "N", "C", "C", "C", "C", "C", "C", "C", "C", "C", "C", "C", "C", "H", "H", "H", "H", "H", "H", "H", "H", "H", "H", "H", "H", "H", "H", "H", "H", "H", "H", "H", "H", "H", "H", "H", "H", "H", "H", "H", "H", "H", "H", "H", "H", "H", "H", "H", "H", "H", "H", "H", "C", "C", "C", "C", "C", "C", "C", "C", "N", "H", "H", "H", "H", "H", "H", "Br", "C", "C", "C", "C", "N", "C", "H", "H", "H", "H", "C", "C", "C", "C", "N", "C", "Se", "N", "C", "C", "C", "C", "C", "C", "C", "C", "C", "C", "H", "H", "H", "H", "H", "H", "H", "H", "H", "H", "H", "H", "H", "H", "H", "H", "H", "H", "H", "H", "H", "H"], "positions_angstrom": [[0.001, 0.220, 0.415], [3.085, 4.015, -0.082], [3.472, 2.574, 0.272], [4.778, 2.571, 1.070], [3.581, 1.727, -0.986], [4.315, 2.258, -2.045], [4.437, 1.584, -3.241], [3.798, 0.367, -3.393], [3.060, -0.215, -2.368], [2.410, -1.546, -2.705], [0.915, -1.352, -2.966], [2.715, -2.680, -1.727], [2.975, 0.471, -1.142], [2.308, -0.105, 0.017], [3.110, -0.460, 0.961], [2.845, -0.829, 2.325], [3.991, -1.323, 3.001], [4.016, -1.551, 4.345], [2.870, -1.211, 5.082], [1.752, -0.718, 4.468], [1.649, -0.584, 3.059], [0.427, -0.332, 2.498], [-0.606, 0.251, 3.338], [-0.581, 1.642, 3.589], [-1.709, 2.250, 4.127], [-2.827, 1.508, 4.465], [-2.783, 0.135, 4.337], [-1.681, -0.532, 3.800], [-1.793, -2.067, 3.856], [-2.455, -2.660, 2.614], [-0.521, -2.846, 4.177], [0.659, 2.499, 3.369], [1.443, 2.632, 4.683], [0.358, 3.916, 2.875], [2.796, 4.564, 0.812], [2.257, 4.053, -0.791], [3.924, 4.552, -0.525], [2.692, 2.159, 0.914], [5.602, 2.931, 0.452], [5.039, 1.574, 1.427], [4.697, 3.226, 1.940], [4.796, 3.218, -1.925], [5.020, 2.001, -4.050], [3.881, -0.164, -4.333], [2.846, -1.846, -3.661], [0.406, -0.930, -2.100], [0.432, -2.301, -3.207], [0.763, -0.670, -3.805], [2.299, -2.497, -0.742], [3.792, -2.811, -1.617], [2.300, -3.618, -2.101], [4.175, -0.458, 0.713], [4.877, -1.519, 2.408], [4.896, -1.945, 4.830], [2.866, -1.335, 6.158], [0.880, -0.479, 5.058], [-1.709, 3.319, 4.297], [-3.705, 1.995, 4.871], [-3.621, -0.459, 4.684], [-2.472, -2.245, 4.694], [-1.911, -2.382, 1.715], [-3.477, -2.306, 2.489], [-2.474, -3.750, 2.682], [0.233, -2.756, 3.401], [-0.773, -3.903, 4.276], [-0.077, -2.530, 5.119], [1.304, 2.008, 2.635], [0.787, 3.020, 5.465], [2.272, 3.332, 4.558], [1.855, 1.685, 5.020], [-0.069, 4.532, 3.667], [-0.323, 3.943, 2.028], [1.284, 4.398, 2.569], [-0.184, 2.115, -0.650], [-1.554, 2.634, -0.848], [-2.134, 2.505, -2.107], [-3.357, 3.087, -2.394], [-4.025, 3.795, -1.404], [-3.486, 3.881, -0.123], [-2.266, 3.290, 0.152], [-5.268, 4.467, -1.708], [-6.254, 5.008, -1.940], [0.432, 2.625, 0.085], [0.341, 1.833, -1.557], [-1.594, 1.982, -2.888], [-3.786, 3.014, -3.385], [-4.020, 4.420, 0.648], [-1.863, 3.353, 1.153], [1.515, -5.315, 1.948], [0.396, -4.319, 0.822], [-0.502, -4.929, -0.035], [-1.291, -4.122, -0.839], [-1.157, -2.749, -0.754], [-0.291, -2.172, 0.083], [0.477, -2.939, 0.854], [-0.579, -6.007, -0.073], [-2.006, -4.554, -1.525], [-1.759, -2.083, -1.355], [1.174, -2.446, 1.514], [-6.738, -2.295, -1.014], [-6.149, -2.398, -2.423], [-4.736, -1.828, -2.567], [-4.630, -0.309, -2.647], [-5.228, 0.400, -1.522], [-4.689, 0.529, -0.295], [-3.121, -0.267, 0.301], [-5.541, 1.252, 0.464], [-5.352, 1.562, 1.879], [-6.485, 1.049, 2.770], [-6.844, -0.429, 2.543], [-6.367, -1.330, 3.678], [-6.650, 1.608, -0.302], [-7.779, 2.361, -0.009], [-8.701, 2.527, -1.024], [-8.506, 1.965, -2.291], [-7.376, 1.226, -2.585], [-6.448, 1.069, -1.564], [-7.605, -2.948, -0.913], [-7.073, -1.287, -0.771], [-6.002, -2.597, -0.264], [-6.820, -1.924, -3.146], [-6.100, -3.455, -2.691], [-4.282, -2.207, -3.487], [-4.126, -2.180, -1.731], [-5.132, 0.053, -3.544], [-3.583, -0.008, -2.698], [-5.243, 2.645, 1.975], [-4.408, 1.103, 2.169], [-7.365, 1.679, 2.650], [-6.149, 1.189, 3.801], [-6.409, -0.779, 1.604], [-7.926, -0.529, 2.436], [-5.283, -1.274, 3.789], [-6.627, -2.373, 3.495], [-6.818, -1.035, 4.627], [-7.927, 2.823, 0.955], [-9.590, 3.113, -0.836], [-9.254, 2.115, -3.057], [-7.230, 0.795, -3.565]], "forces_ev_per_a": [[-0.115, -0.573, 0.533], [-0.042, -0.024, 0.006], [0.009, 0.039, -0.041], [-0.022, -0.061, 0.062], [0.008, 0.059, -0.017], [-0.008, -0.005, 0.000], [-0.005, -0.002, -0.014], [0.000, 0.028, -0.019], [0.103, -0.040, -0.074], [-0.097, 0.002, 0.161], [0.019, -0.011, -0.073], [0.022, 0.018, -0.034], [-0.036, -0.147, 0.127], [0.159, 0.301, -0.403], [0.006, -0.187, -0.036], [0.081, 0.039, -0.041], [0.002, 0.047, -0.042], [-0.106, 0.031, 0.068], [0.166, 0.025, 0.004], [-0.132, -0.041, -0.065], [-0.089, -0.227, 0.052], [0.015, 0.516, 0.309], [-0.016, -0.244, -0.148], [0.008, 0.025, -0.115], [-0.060, -0.010, 0.016], [0.035, 0.004, 0.017], [0.051, -0.016, 0.089], [-0.095, -0.145, 0.180], [0.130, 0.104, -0.203], [-0.077, 0.017, 0.019], [-0.034, 0.034, 0.148], [-0.050, 0.025, 0.011], [0.085, -0.060, -0.021], [-0.023, -0.042, -0.040], [-0.009, 0.036, 0.106], [-0.021, -0.014, 0.014], [-0.005, 0.002, -0.006], [-0.056, -0.004, -0.017], [0.008, 0.006, 0.001], [0.008, 0.004, -0.007], [-0.004, 0.011, 0.002], [0.016, -0.004, 0.000], [-0.003, 0.009, -0.013], [0.009, -0.003, -0.008], [0.015, 0.000, 0.003], [-0.024, 0.026, 0.040], [-0.006, -0.018, 0.006], [-0.003, 0.007, 0.010], [-0.007, -0.004, 0.011], [0.006, -0.004, -0.003], [-0.009, -0.009, -0.001], [-0.013, -0.039, -0.001], [0.010, 0.034, -0.003], [0.009, -0.007, 0.011], [-0.003, 0.005, 0.011], [0.025, 0.005, 0.040], [0.006, 0.000, 0.014], [-0.002, 0.005, 0.027], [0.055, 0.046, 0.009], [-0.004, -0.019, -0.012], [-0.061, -0.067, 0.077], [-0.044, 0.049, -0.005], [-0.007, -0.007, 0.024], [0.001, -0.011, 0.037], [0.000, -0.010, -0.013], [0.015, 0.000, 0.018], [0.009, -0.009, -0.004], [0.005, 0.027, 0.002], [0.003, 0.004, -0.009], [-0.027, 0.002, 0.015], [-0.018, -0.006, -0.005], [0.043, 0.003, -0.018], [0.104, 0.057, -0.009], [-0.267, -0.726, 0.460], [0.284, 0.042, -0.278], [-0.068, 0.107, -0.157], [0.086, -0.134, -0.055], [-0.320, 0.203, -0.009], [0.102, -0.061, 0.073], [-0.084, 0.039, 0.014], [0.209, -0.198, 0.103], [-0.081, 0.013, -0.025], [0.059, 0.601, -0.377], [0.145, 0.490, -0.120], [-0.013, 0.000, -0.014], [0.014, 0.004, -0.004], [0.005, 0.019, -0.006], [-0.052, -0.047, 0.006], [0.073, -0.070, 0.042], [-0.008, 0.066, -0.012], [-0.038, -0.014, -0.012], [0.002, -0.008, 0.009], [0.058, -0.002, -0.085], [0.041, 0.107, -0.190], [-0.028, -0.073, -0.061], [-0.004, -0.003, 0.006], [-0.009, 0.008, -0.006], [-0.004, -0.018, -0.003], [0.030, 0.008, -0.013], [-0.008, -0.006, -0.023], [0.053, 0.021, 0.075], [-0.078, -0.002, 0.035], [0.010, -0.067, 0.060], [0.007, 0.081, -0.195], [0.143, 0.046, 0.155], [-0.233, -0.077, -0.054], [-0.042, 0.054, 0.094], [-0.016, -0.020, 0.023], [0.035, -0.064, -0.115], [0.052, 0.000, 0.132], [-0.006, -0.033, -0.042], [0.081, 0.088, 0.102], [0.006, 0.054, -0.028], [0.003, -0.021, -0.079], [-0.013, 0.019, 0.064], [0.003, 0.022, 0.024], [0.034, -0.115, -0.091], [-0.002, -0.008, -0.002], [0.015, 0.011, 0.013], [0.002, -0.006, 0.000], [-0.012, -0.036, -0.025], [-0.035, 0.010, -0.057], [0.016, -0.020, 0.011], [0.021, -0.002, -0.007], [0.029, 0.037, 0.010], [0.017, 0.010, -0.014], [-0.009, -0.005, 0.041], [0.015, 0.046, -0.074], [-0.022, -0.006, 0.010], [-0.035, 0.050, 0.002], [-0.028, -0.005, -0.026], [0.001, -0.006, -0.028], [-0.022, -0.011, -0.037], [-0.004, -0.009, -0.006], [0.000, 0.003, 0.011], [-0.003, -0.004, 0.024], [-0.009, 0.015, -0.013], [-0.009, 0.016, -0.007], [-0.002, 0.001, -0.011]], "de_lowest_kcal_mol": 2.3, "e_homo_ha": -0.367, "charge": 1, "gap_ha": 0.2685, "largest_force_ev_per_a": 0.90}